A 9-piece molecular cluster, C52H131N9O17 overall in a non-equilibrium geometry, computed with ωB97M-V/def2-TZVPD.

Output
E_tot = -3831.138524 a.u.
Kohn-Sham gap = 8.8 eV
SMILES = COC[C@H](C)N.COCCNCCOC.COCCNCCOC.COCCNCCOC.COCCNCCOC.COCCNCCOC.COCCNCCOC.COCCNCCOC.COCCNCCOC
2S+1 = 1
Net charge = 0

Last column: Löwdin charge in e.
Positions of all 209 atoms, in Å:
C -2.236 -1.796 -0.400  -0.107
O -1.928 -0.856 0.622  -0.199
C -2.957 -0.608 1.567  -0.183
C -2.589 0.519 2.610  -0.443
C -1.172 0.372 3.201  -0.068
N -3.445 0.540 3.740  0.042
H -3.268 -1.701 -0.739  0.080
H -2.164 -2.807 0.001  0.079
H -1.552 -1.799 -1.248  0.086
H -3.912 -0.429 1.074  0.114
H -3.047 -1.554 2.101  0.113
H -2.576 1.487 2.109  0.135
H -0.998 -0.534 3.782  0.074
H -1.071 1.218 3.882  0.075
H -0.374 0.432 2.462  0.073
H -3.213 -0.317 4.221  0.067
H -4.408 0.625 3.446  0.068
C 3.200 4.090 10.840  -0.107
O 3.112 2.678 11.026  -0.214
C 2.480 2.028 9.901  -0.188
C 2.270 0.466 10.224  -0.191
N 3.543 -0.270 10.380  -0.057
C 3.382 -1.371 11.349  -0.186
C 4.807 -1.959 11.593  -0.202
O 5.808 -1.013 12.043  -0.213
C 6.980 -1.635 12.577  -0.111
H 3.728 4.526 11.688  0.090
H 2.225 4.537 10.647  0.081
H 3.773 4.255 9.927  0.082
H 3.071 2.087 8.986  0.111
H 1.577 2.609 9.709  0.108
H 1.530 0.009 9.567  0.107
H 1.726 0.551 11.165  0.097
H 4.134 0.472 10.726  0.091
H 2.783 -2.145 10.869  0.117
H 2.947 -1.073 12.303  0.113
H 5.241 -2.376 10.684  0.115
H 4.758 -2.759 12.332  0.108
H 6.781 -2.201 13.487  0.081
H 7.643 -0.826 12.884  0.085
H 7.463 -2.246 11.815  0.084
C -2.098 2.726 -7.660  -0.130
O -0.981 2.836 -8.498  -0.215
C -1.075 2.071 -9.744  -0.169
C 0.335 1.979 -10.411  -0.207
N 0.819 3.203 -11.005  -0.073
C 1.047 4.368 -10.140  -0.214
C 1.686 5.550 -10.816  -0.207
O 2.880 5.113 -11.514  -0.203
C 3.353 5.966 -12.579  -0.098
H -2.118 3.599 -7.008  0.086
H -2.087 1.812 -7.066  0.084
H -3.015 2.778 -8.247  0.082
H -1.781 2.519 -10.443  0.120
H -1.348 1.025 -9.604  0.111
H 0.207 1.260 -11.220  0.114
H 1.107 1.601 -9.740  0.112
H 1.593 3.101 -11.646  0.101
H 1.705 4.063 -9.326  0.117
H 0.090 4.670 -9.714  0.114
H 1.888 6.334 -10.086  0.121
H 0.949 5.928 -11.524  0.117
H 2.578 6.060 -13.339  0.080
H 4.260 5.592 -13.053  0.081
H 3.591 6.980 -12.259  0.078
C -7.638 1.686 2.955  -0.126
O -7.771 0.485 3.668  -0.203
C -8.768 -0.462 3.132  -0.172
C -9.009 -1.769 3.980  -0.241
N -7.820 -2.513 3.810  -0.082
C -7.667 -3.521 4.911  -0.170
C -6.320 -4.231 4.757  -0.188
O -5.272 -3.284 5.164  -0.222
C -3.936 -3.795 5.093  -0.103
H -6.743 1.579 2.342  0.075
H -7.408 2.457 3.690  0.087
H -8.500 1.985 2.358  0.087
H -8.609 -0.783 2.103  0.117
H -9.727 0.056 3.094  0.106
H -9.867 -2.328 3.604  0.117
H -9.224 -1.484 5.010  0.113
H -7.071 -1.837 3.792  0.096
H -8.538 -4.168 4.808  0.118
H -7.718 -2.991 5.862  0.116
H -6.049 -4.628 3.779  0.117
H -6.328 -5.093 5.424  0.109
H -3.879 -4.509 5.915  0.085
H -3.267 -2.947 5.242  0.076
H -3.687 -4.228 4.125  0.081
C -7.241 -10.979 -4.806  -0.100
O -6.156 -11.030 -5.718  -0.198
C -5.192 -12.000 -5.457  -0.247
C -4.010 -11.997 -6.458  -0.175
N -3.235 -10.733 -6.383  -0.064
C -3.579 -9.704 -7.401  -0.198
C -2.905 -8.413 -6.860  -0.225
O -3.555 -7.836 -5.741  -0.196
C -4.916 -7.443 -5.976  -0.083
H -8.011 -10.346 -5.248  0.089
H -7.042 -10.699 -3.772  0.088
H -7.681 -11.976 -4.780  0.082
H -5.617 -12.990 -5.621  0.113
H -4.840 -11.956 -4.426  0.124
H -4.400 -12.094 -7.471  0.113
H -3.402 -12.888 -6.298  0.106
H -3.422 -10.264 -5.509  0.088
H -4.659 -9.587 -7.489  0.097
H -3.139 -9.976 -8.360  0.114
H -2.842 -7.717 -7.696  0.110
H -1.884 -8.684 -6.590  0.121
H -5.473 -8.379 -5.919  0.068
H -4.991 -6.973 -6.956  0.088
H -5.321 -6.717 -5.270  0.086
C 1.973 4.680 -2.717  -0.103
O 2.575 5.805 -2.111  -0.213
C 2.522 5.812 -0.721  -0.207
C 3.724 6.727 -0.210  -0.196
N 3.804 8.015 -0.881  -0.061
C 4.941 8.778 -0.328  -0.219
C 5.013 10.190 -0.920  -0.195
O 4.952 10.205 -2.381  -0.196
C 5.483 11.389 -2.962  -0.125
H 2.094 4.870 -3.784  0.092
H 0.931 4.573 -2.413  0.086
H 2.480 3.759 -2.430  0.083
H 2.605 4.783 -0.372  0.111
H 1.570 6.252 -0.423  0.119
H 4.731 6.358 -0.403  0.105
H 3.624 6.742 0.875  0.111
H 4.003 7.882 -1.862  0.105
H 5.869 8.233 -0.494  0.110
H 4.931 8.992 0.741  0.118
H 5.988 10.576 -0.620  0.111
H 4.210 10.784 -0.485  0.119
H 4.923 12.281 -2.684  0.084
H 5.431 11.370 -4.051  0.081
H 6.553 11.500 -2.787  0.081
C 3.896 0.715 -15.340  -0.151
O 3.351 -0.507 -15.012  -0.191
C 4.294 -1.588 -15.037  -0.215
C 3.609 -2.842 -14.531  -0.188
N 3.682 -2.845 -13.039  -0.055
C 3.151 -4.060 -12.460  -0.244
C 3.281 -3.983 -10.983  -0.221
O 2.448 -2.888 -10.518  -0.219
C 2.512 -2.623 -9.134  -0.094
H 3.207 1.559 -15.338  0.086
H 4.330 0.797 -16.336  0.083
H 4.668 0.885 -14.589  0.086
H 5.244 -1.335 -14.566  0.125
H 4.450 -1.789 -16.096  0.115
H 4.183 -3.646 -14.992  0.114
H 2.598 -2.957 -14.924  0.120
H 3.199 -2.068 -12.611  0.105
H 3.736 -4.895 -12.846  0.123
H 2.116 -4.192 -12.778  0.121
H 4.304 -3.883 -10.621  0.122
H 2.979 -4.959 -10.602  0.117
H 1.857 -1.760 -9.009  0.090
H 3.584 -2.508 -8.976  0.086
H 2.166 -3.525 -8.630  0.084
C 6.809 -3.636 4.255  -0.109
O 7.733 -4.282 3.395  -0.196
C 8.749 -4.893 4.123  -0.239
C 9.873 -5.522 3.168  -0.173
N 10.939 -4.585 2.763  -0.060
C 10.371 -3.330 2.218  -0.217
C 11.539 -2.495 1.660  -0.214
O 12.217 -3.286 0.664  -0.202
C 13.354 -2.693 -0.037  -0.078
H 6.197 -2.985 3.631  0.088
H 7.215 -2.952 5.000  0.084
H 6.215 -4.376 4.792  0.086
H 8.290 -5.727 4.654  0.111
H 9.248 -4.288 4.880  0.119
H 9.418 -6.013 2.308  0.109
H 10.300 -6.362 3.716  0.101
H 11.452 -4.925 1.962  0.089
H 9.893 -2.819 3.054  0.111
H 9.638 -3.454 1.420  0.118
H 12.097 -2.270 2.569  0.116
H 11.124 -1.556 1.294  0.115
H 14.153 -2.294 0.588  0.078
H 12.997 -1.910 -0.706  0.082
H 13.909 -3.474 -0.557  0.080
C -10.001 8.659 13.222  -0.154
O -10.694 7.916 12.270  -0.175
C -10.947 6.540 12.713  -0.180
C -9.750 5.625 12.869  -0.264
N -9.092 5.439 11.637  -0.059
C -7.788 4.754 11.653  -0.178
C -7.098 4.857 10.284  -0.291
O -6.597 6.099 10.160  -0.199
C -5.960 6.387 8.922  -0.076
H -10.282 8.603 14.274  0.085
H -10.135 9.716 12.992  0.087
H -8.941 8.405 13.230  0.079
H -11.486 6.180 11.837  0.121
H -11.577 6.442 13.598  0.118
H -10.015 4.687 13.355  0.126
H -9.038 6.060 13.571  0.107
H -8.849 6.363 11.309  0.107
H -7.894 3.691 11.871  0.117
H -7.081 5.196 12.356  0.117
H -7.787 4.611 9.475  0.126
H -6.252 4.172 10.236  0.120
H -5.533 7.389 8.975  0.091
H -6.768 6.407 8.190  0.087
H -5.246 5.608 8.655  0.088

Cartesian forces, eV/Å:
-0.48 -0.55 0.89
0.52 0.91 -0.93
0.82 -0.45 0.53
1.79 -0.70 -1.46
0.14 0.40 -0.47
-0.41 0.25 0.06
-0.09 0.31 -0.24
-0.02 -0.29 0.25
0.12 0.75 0.22
-0.19 0.32 -0.11
-0.43 -0.14 0.60
-0.30 0.07 -0.18
-0.32 -0.23 -0.03
0.18 -0.04 0.07
-0.16 -0.03 -0.12
-0.95 -0.13 0.49
-0.30 -0.46 0.46
0.38 -0.93 -0.72
-0.23 -0.43 -0.39
0.40 -1.18 0.39
-0.38 2.17 0.60
-1.69 0.78 -0.19
2.55 0.52 -0.57
0.56 0.02 0.23
-0.82 -0.05 0.39
-0.60 0.76 -0.27
-0.28 -0.08 -0.03
-0.25 0.08 0.41
0.31 0.33 -0.07
0.50 0.28 -0.02
-0.57 -0.59 -0.08
0.42 -0.03 -0.55
-0.01 -0.35 0.56
0.73 -0.43 0.50
-0.06 -0.08 0.18
-0.20 0.13 0.09
-0.45 -0.22 -0.35
-0.21 -0.18 0.14
-0.26 -0.35 -0.07
0.04 0.02 -0.25
0.11 -0.20 0.05
-0.37 0.34 -0.26
0.28 -0.86 -1.40
1.86 0.42 0.55
-0.44 0.70 -0.02
-0.62 1.59 -0.84
0.29 -1.22 0.42
0.13 -0.43 -1.34
0.18 0.54 -0.11
-0.85 0.06 0.49
0.19 -0.10 0.15
-0.01 -0.14 0.05
-0.27 -0.19 -0.04
-0.09 0.25 0.07
-0.36 -0.04 0.59
0.11 -0.11 -0.05
-0.29 -0.45 0.64
0.01 -0.32 0.17
0.08 0.02 0.54
0.12 0.13 0.11
0.25 0.03 0.06
0.10 0.27 -0.41
-0.10 -0.07 -0.18
-0.15 -0.55 0.36
-0.06 0.10 0.44
0.82 -0.05 0.16
-1.47 -2.35 0.06
-1.37 0.42 0.63
0.50 2.34 -0.97
0.71 -1.61 0.86
0.89 1.24 -2.09
0.79 0.55 1.20
-0.76 -0.40 -0.81
-1.21 0.33 0.41
-0.08 0.28 -0.56
-0.20 0.13 -0.01
-0.12 -0.18 0.02
0.78 0.13 -0.11
-0.13 0.34 0.09
-0.22 0.22 -0.22
-0.01 0.10 0.39
0.54 -0.33 0.39
0.25 -0.39 0.17
0.14 -0.27 0.39
-0.52 0.30 -0.37
0.24 -0.15 0.35
0.71 -0.28 -0.15
-0.05 -0.08 0.23
-0.17 -0.28 -0.08
-0.43 -1.00 -0.80
0.10 1.31 -0.02
0.57 -1.41 -0.69
-0.65 1.81 0.47
-0.28 -0.43 -0.76
0.83 -0.19 1.55
-0.74 -0.43 -1.14
0.13 0.52 0.44
0.61 -0.85 -0.50
0.26 0.27 0.13
0.56 0.31 -0.07
-0.19 -0.27 0.22
-0.46 -0.39 0.39
0.19 0.16 0.20
-0.16 0.02 -0.07
0.17 0.11 0.32
0.03 -0.26 0.39
-0.10 0.08 -0.28
-0.04 0.06 -0.05
-0.09 0.48 -0.02
-0.11 0.15 0.34
-0.67 0.30 -0.21
-0.17 -0.14 -0.26
0.64 -0.19 0.42
0.34 0.53 0.08
0.22 -0.09 -0.90
1.62 1.19 0.08
-0.57 -1.15 -0.83
-0.48 1.28 1.69
-0.41 0.54 -1.31
0.44 -0.48 -1.11
0.14 -0.02 0.81
-0.07 -0.16 -0.21
-0.34 -0.36 0.02
-0.27 0.12 -0.22
0.21 -0.17 -0.03
0.13 -0.02 0.51
-0.10 0.04 0.42
-0.05 -1.55 0.13
-0.10 0.77 0.07
-0.21 -0.14 -0.12
0.42 -0.06 -0.19
-0.66 -0.50 0.22
0.05 0.40 0.10
-0.09 0.21 -0.21
0.08 0.11 0.43
-0.42 -0.61 -0.04
0.10 0.12 0.58
1.05 0.92 0.24
-0.83 -0.88 0.33
-1.65 0.25 -1.57
0.89 0.91 1.67
0.41 -0.62 -1.35
0.58 0.71 -0.69
-0.98 0.11 1.05
0.14 -1.01 -1.49
0.47 -0.99 -1.38
-0.56 -0.44 0.52
0.33 -0.57 -0.30
0.40 0.69 -0.13
-0.10 -0.10 0.36
0.60 0.13 -0.33
0.14 -0.45 0.63
-0.25 0.35 -0.08
-0.13 0.29 -0.38
0.01 -0.20 0.09
-0.39 -0.35 0.27
0.29 0.50 -0.27
-0.59 -0.05 0.54
0.42 -0.03 0.59
-0.06 0.67 1.06
-0.19 0.20 0.63
-0.36 0.20 -0.51
0.03 1.30 0.24
1.60 -1.97 -1.08
-0.61 0.40 0.63
-1.12 0.71 -0.17
0.89 -0.15 -0.05
-0.67 -0.53 0.55
0.82 0.79 0.18
-0.64 -0.28 0.72
-0.29 -0.38 -0.07
0.75 -0.14 0.08
-0.26 -0.06 -0.02
0.11 -0.35 0.28
-0.07 0.58 -0.07
-0.55 0.26 -0.21
0.29 0.17 0.27
0.23 -0.73 0.16
0.00 0.38 -0.23
-0.29 -0.37 -0.04
0.99 0.02 -0.33
0.20 0.10 -0.51
-0.43 0.35 0.71
0.10 -0.06 -0.15
-0.72 -0.23 -0.35
0.84 1.01 0.29
-0.36 -1.66 1.34
-0.32 0.09 -1.53
0.56 0.68 1.38
1.30 -0.45 -1.81
-0.26 -0.24 -0.71
-0.57 -1.74 0.67
1.16 3.12 -0.02
-1.26 -0.13 0.34
-0.76 -0.66 0.09
0.23 -0.01 -0.33
0.29 0.16 -0.20
-0.32 -0.32 0.24
-0.07 0.64 0.14
-0.45 -0.18 -0.30
0.12 0.36 0.67
-0.30 0.33 -0.41
-0.23 -0.01 0.22
0.06 0.04 0.43
-0.32 -0.13 -0.17
0.01 -0.70 0.09
0.19 -0.27 0.12
0.17 -0.01 -0.56
0.27 0.09 0.01